Density functional theory data (the ωB97M-V functional and the def2-TZVPD basis) for a structure of composition C5H6Br3NO.

Cartesian coordinates (Å):
1 C -0.308 1.364 0.186
2 C -0.620 0.054 -1.294
3 C 0.415 0.272 -0.278
4 C 1.811 -0.102 -0.152
5 C -0.851 -1.226 1.182
6 N -1.384 1.072 -0.574
7 O -1.875 -0.699 0.920
8 Br -0.335 2.661 1.445
9 Br 0.107 -1.003 2.817
10 Br -0.425 -3.023 0.371
11 H -0.189 0.376 -2.363
12 H -1.167 -0.928 -1.306
13 H 2.557 0.728 0.194
14 H 2.262 -0.561 -0.987
15 H 1.956 -0.831 0.746
16 H -1.954 1.847 -0.907

Summary:
Frontier orbital gap   7.8 eV
Spin multiplicity   1
Lowest unoccupied orbital energy   -0.42 eV
ΔE to the lowest compared entry with this formula, charge and spin   35.0 kcal/mol

---

Density functional theory data (the ωB97M-V functional and the def2-TZVPD basis) for a cluster of 11 separate species, C36H91N17O12 in total.

Cartesian coordinates (Å):
1 C 0.155 6.366 -2.614
2 C -0.436 4.956 -2.471
3 C -0.292 4.595 -0.920
4 C -1.346 5.249 -0.067
5 C -2.734 4.778 -0.484
6 C -3.025 5.196 -2.012
7 N -1.879 4.819 -2.854
8 O -2.028 5.049 -4.183
9 C -4.312 4.363 -2.444
10 C -3.455 6.637 -2.062
11 C 0.492 3.972 -3.182
12 H -0.131 7.139 -1.900
13 H -0.077 6.753 -3.606
14 H 1.243 6.438 -2.643
15 H -0.462 3.530 -0.763
16 H 0.710 4.677 -0.498
17 H -1.381 6.338 -0.029
18 H -1.047 4.975 0.945
19 H -3.546 5.095 0.170
20 H -2.734 3.694 -0.371
21 H -4.268 3.279 -2.552
22 H -5.284 4.513 -1.974
23 H -4.543 4.729 -3.445
24 H -4.419 6.704 -1.557
25 H -2.630 7.144 -1.561
26 H -3.574 7.061 -3.058
27 H 0.169 2.961 -2.934
28 H 1.530 3.930 -2.855
29 H 0.383 3.950 -4.267
30 H -1.879 4.150 -4.486
31 C -6.157 -1.943 2.468
32 C -5.216 -1.091 1.626
33 C -6.031 -0.225 0.675
34 C -5.364 1.029 0.114
35 C -4.648 1.851 1.259
36 C -3.680 0.956 2.134
37 N -4.517 -0.182 2.644
38 O -3.816 -0.911 3.667
39 C -2.463 0.409 1.364
40 C -3.223 1.949 3.288
41 C -4.401 -2.083 0.747
42 H -6.768 -1.302 3.103
43 H -5.620 -2.660 3.089
44 H -6.829 -2.510 1.823
45 H -6.268 -0.832 -0.199
46 H -7.044 -0.052 1.038
47 H -6.094 1.707 -0.327
48 H -4.650 0.828 -0.684
49 H -5.485 2.300 1.794
50 H -4.175 2.611 0.637
51 H -1.635 1.113 1.447
52 H -2.056 -0.521 1.761
53 H -2.654 0.378 0.291
54 H -2.726 2.842 2.909
55 H -4.066 2.345 3.853
56 H -2.554 1.469 4.003
57 H -4.932 -2.400 -0.150
58 H -4.198 -2.954 1.371
59 H -3.521 -1.606 0.316
60 H -3.100 -1.392 3.244
61 C 2.270 -4.492 5.973
62 C 2.868 -3.169 5.380
63 C 4.167 -2.882 6.132
64 C 5.030 -1.738 5.598
65 C 5.355 -1.937 4.163
66 C 4.167 -2.378 3.252
67 N 3.341 -3.351 3.977
68 O 2.420 -3.980 3.101
69 C 3.389 -1.180 2.686
70 C 4.823 -3.099 2.069
71 C 1.871 -1.934 5.490
72 H 1.419 -4.967 5.485
73 H 1.975 -4.449 7.021
74 H 2.982 -5.312 5.869
75 H 3.857 -2.419 7.069
76 H 4.629 -3.759 6.586
77 H 5.904 -1.648 6.243
78 H 4.391 -0.867 5.742
79 H 5.991 -2.821 4.210
80 H 5.842 -1.164 3.568
81 H 3.556 -0.258 3.241
82 H 3.836 -0.995 1.709
83 H 2.311 -1.335 2.634
84 H 4.129 -3.395 1.283
85 H 5.634 -2.442 1.757
86 H 5.332 -3.999 2.413
87 H 1.293 -2.047 6.407
88 H 1.129 -1.940 4.691
89 H 2.363 -0.975 5.328
90 H 1.779 -3.266 3.094
91 C 0.817 -0.516 0.116
92 C 1.082 0.805 -0.475
93 O 2.464 1.182 -0.677
94 O 1.640 -1.552 -0.473
95 H -0.226 -0.809 -0.008
96 H 0.975 -0.407 1.189
97 H 0.555 1.623 0.017
98 H 0.654 0.846 -1.476
99 H 2.866 0.351 -0.938
100 H 1.620 -2.401 -0.025
101 C -1.224 -3.418 2.473
102 O -0.600 -2.360 2.637
103 N -2.327 -3.850 3.076
104 N -0.796 -4.414 1.873
105 H -2.838 -4.620 2.668
106 H -2.722 -3.168 3.707
107 H -0.084 -4.341 1.159
108 H -1.267 -5.304 1.945
109 C -1.703 -2.657 -2.262
110 O -1.967 -1.508 -2.049
111 N -2.433 -3.401 -3.010
112 N -0.636 -3.278 -1.760
113 H -2.164 -4.341 -3.263
114 H -3.414 -3.201 -3.147
115 H -0.076 -2.863 -1.030
116 H -0.501 -4.275 -1.843
117 C 4.173 1.048 -4.510
118 O 4.794 1.680 -3.701
119 N 4.483 0.285 -5.507
120 N 2.911 1.086 -4.345
121 H 5.426 -0.002 -5.730
122 H 3.757 -0.345 -5.817
123 H 2.287 0.579 -4.957
124 H 2.576 1.560 -3.518
125 C 4.453 4.714 -1.928
126 O 4.165 5.771 -1.418
127 N 4.808 4.634 -3.180
128 N 4.392 3.537 -1.390
129 H 4.634 5.404 -3.810
130 H 4.875 3.654 -3.412
131 H 3.870 3.229 -0.581
132 H 4.654 2.819 -2.051
133 C 2.852 -2.254 -3.658
134 O 3.411 -2.553 -4.660
135 N 1.550 -2.120 -3.660
136 N 3.449 -1.936 -2.531
137 H 0.889 -2.148 -2.896
138 H 1.133 -2.403 -4.536
139 H 2.816 -1.728 -1.772
140 H 4.422 -1.848 -2.273
141 C -2.438 1.443 -4.836
142 O -2.911 2.338 -5.490
143 N -2.011 0.313 -5.451
144 N -2.168 1.450 -3.640
145 H -1.742 -0.535 -4.974
146 H -2.068 0.259 -6.458
147 H -2.334 2.264 -3.066
148 H -1.552 0.720 -3.312
149 C 2.164 -5.410 -0.086
150 O 1.486 -4.424 0.205
151 N 3.414 -5.546 -0.087
152 N 1.687 -6.617 -0.148
153 H 3.840 -6.335 0.377
154 H 3.761 -4.642 0.203
155 H 0.709 -6.802 0.024
156 H 2.320 -7.227 -0.645

Summary:
Frontier orbital gap   7.1 eV
Spin multiplicity   1
Lowest unoccupied orbital energy   -0.61 eV
SMILES   CC1(C)CCCC(C)(C)N1O.CC1(C)CCCC(C)(C)N1O.CC1(C)CCCC(C)(C)N1O.NC(N)=O.NC(N)=O.NC(N)=O.NC(N)=O.NC(N)=O.NC(N)=O.NC(N)=O.OCCO

---

Density functional theory data (the ωB97M-V functional and the def2-TZVPD basis) for the molecule C2H8BNO2.

Cartesian coordinates (Å):
1 B -0.161 -0.040 -0.354
2 C -1.792 1.645 0.633
3 C 1.204 -1.421 -1.771
4 N 0.525 -0.046 0.920
5 O -1.315 0.894 -0.428
6 O 0.056 -0.630 -1.526
7 H -2.336 1.104 1.352
8 H -2.612 2.287 0.422
9 H -1.064 2.325 1.290
10 H 2.079 -1.336 -0.955
11 H 1.539 -1.184 -2.697
12 H 0.925 -2.439 -1.711
13 H -0.078 0.180 1.693
14 H 0.989 -0.975 1.058

Summary:
Frontier orbital gap   10.6 eV
Spin multiplicity   1
Lowest unoccupied orbital energy   0.61 eV
SMILES   COB(N)OC
ΔE to the lowest compared entry with this formula, charge and spin   19.8 kcal/mol

---

Density functional theory data (the ωB97M-V functional and the def2-TZVPD basis) for a structure of composition C5H12BBr4Na5O3.

Cartesian coordinates (Å):
1 Na 3.707 -2.415 -4.603
2 Na -4.819 -5.271 0.381
3 Na 1.440 -5.341 1.040
4 Na -1.063 -2.197 -7.400
5 Na -5.186 -1.035 -3.274
6 C -0.421 -1.509 -1.592
7 O 0.785 -1.506 -1.291
8 O -1.157 -2.247 -1.032
9 O -0.684 -1.029 -2.722
10 B -1.869 -8.155 1.685
11 H -1.867 -7.754 0.683
12 H -0.900 -8.538 1.965
13 H -2.190 -7.420 2.407
14 H -2.567 -8.976 1.726
15 Br -2.971 5.418 -3.125
16 C -1.197 5.916 -2.387
17 C -1.416 6.657 -1.068
18 Br -2.716 8.163 -1.311
19 H -0.648 6.466 -3.151
20 H -0.630 5.008 -2.180
21 H -0.494 7.027 -0.621
22 H -1.963 5.897 -0.510
23 Br 2.047 3.068 4.185
24 C 2.984 1.306 3.611
25 C 4.254 1.483 2.778
26 Br 5.415 2.848 3.664
27 H 2.202 0.856 2.999
28 H 3.064 0.784 4.565
29 H 3.996 1.916 1.811
30 H 4.865 0.580 2.769

Summary:
Frontier orbital gap   2.8 eV
Spin multiplicity   1
Charge   +2
Lowest unoccupied orbital energy   -6.78 eV
ΔE to the lowest compared entry with this formula, charge and spin   285.9 kcal/mol